[1]
Here is C25H16BrLaN3O2S as an isolated structure in a non-equilibrium geometry from the Open Molecules 2025 dataset. Energies are from ωB97M-V/def2-TZVPD.

Geometry as XYZ:
```
49
Properties=species:S:1:pos:R:3:forces:R:3
La -0.4032 0.4795 0.0615 0.0 -0.3 -1.2
O -0.6269 2.5192 0.9534 -0.4 1.1 0.7
C -1.1056 2.9589 2.1010 0.4 -0.3 -0.6
C -1.9098 4.1068 2.1430 -0.1 0.2 0.1
C -2.4254 4.5721 3.3367 0.0 0.0 0.0
C -2.1452 3.9198 4.5403 0.0 0.0 -0.1
C -1.3434 2.7955 4.5057 0.0 0.0 0.1
C -0.8208 2.2901 3.3113 0.3 -0.4 0.5
C 0.0407 1.0947 3.4149 -0.2 0.5 0.1
N 0.4808 0.4252 2.4259 0.6 -0.5 0.4
N 1.3008 -0.6720 2.7504 -0.3 0.5 0.0
C 1.7135 -1.2586 1.6650 0.2 -0.5 -0.5
O 1.4663 -0.9101 0.4355 0.3 -0.1 0.8
C 2.5399 -2.5008 1.8444 0.0 0.2 -0.1
C 2.9095 -3.2096 0.7082 0.1 -0.2 -0.1
C 3.6648 -4.3722 0.8118 -0.1 0.1 0.1
C 4.0618 -4.8297 2.0597 0.0 0.1 0.1
C 3.6957 -4.1220 3.2010 0.0 0.0 -0.1
C 2.9378 -2.9651 3.0942 0.0 0.0 0.1
H -2.1108 4.6098 1.2051 0.0 0.0 0.0
H -3.0525 5.4567 3.3366 0.0 0.0 0.0
H -2.5454 4.2848 5.4766 0.0 0.0 0.0
H -1.1019 2.2749 5.4273 0.0 0.0 0.0
H 0.3295 0.7640 4.4140 -0.1 0.1 0.1
H 2.5868 -2.8409 -0.2552 0.0 0.0 0.0
H 3.9344 -4.9198 -0.0830 0.0 0.0 0.0
H 4.6497 -5.7351 2.1477 0.0 0.0 0.0
H 3.9947 -4.4760 4.1803 0.0 0.0 0.0
H 2.6386 -2.4126 3.9746 0.0 0.0 0.0
Br -2.7665 1.8926 -1.6260 -0.1 0.1 0.3
C -2.2381 1.4680 -3.3924 0.2 -0.1 -0.2
C -3.0747 1.8935 -4.3784 0.1 -0.1 -0.4
C -2.7528 1.5921 -5.7246 -0.2 0.1 0.2
C -1.6290 0.8794 -6.0075 0.1 -0.1 0.1
C -0.7628 0.4356 -4.9712 0.1 -0.1 -0.3
C 0.3951 -0.3292 -5.2820 -0.2 0.1 -0.1
C 1.2086 -0.7658 -4.2850 0.0 0.0 0.3
C 0.9129 -0.4415 -2.9313 0.3 -0.1 -0.2
C -0.1731 0.3047 -2.5401 -0.3 0.3 -0.4
C -1.0336 0.7319 -3.6098 -0.2 0.1 0.0
H -3.9733 2.4447 -4.1352 0.0 0.0 0.0
H -3.4120 1.9257 -6.5175 0.0 0.0 0.0
H -1.3821 0.6326 -7.0348 0.0 0.0 0.0
H 0.6016 -0.5600 -6.3222 0.0 0.0 0.0
H 2.0857 -1.3598 -4.5202 0.0 0.0 0.0
H 1.6081 -0.8136 -2.1784 0.0 0.0 0.0
S -2.6015 -3.8688 0.9175 0.1 0.8 -0.1
C -2.2997 -2.2677 0.7439 -0.1 -0.9 0.1
N -2.0672 -1.1219 0.6072 -0.7 -0.6 0.3
```
Positions in Å, forces in eV/Å.

The value obtained for the relative energy (zero: lowest compared OMol25 entry of this formula, charge and spin) is 9.96 kcal per mole. The value obtained for the HOMO energy is -0.19826 Ha. The value obtained for the molecular weight is 641.30 g mol⁻¹. The net charge is -1. The frontier orbital gap comes out at 8.0 eV. The calculation puts the total energy at -4281.03029 hartree.

Löwdin charges in e:
1. La 1.890
2. O -0.383
3. C -0.373
4. C -0.027
5. C -0.101
6. C -0.116
7. C -0.066
8. C -0.144
9. C -0.082
10. N -0.124
11. N 0.067
12. C -0.476
13. O -0.282
14. C -0.142
15. C -0.024
16. C -0.087
17. C -0.107
18. C -0.096
19. C -0.037
20. H 0.110
21. H 0.095
22. H 0.088
23. H 0.104
24. H 0.120
25. H 0.107
26. H 0.096
27. H 0.092
28. H 0.094
29. H 0.102
30. Br 0.790
31. C -0.602
32. C -0.153
33. C -0.099
34. C -0.055
35. C -0.179
36. C -0.066
37. C -0.097
38. C -0.171
39. C -0.251
40. C -0.249
41. H 0.088
42. H 0.096
43. H 0.104
44. H 0.101
45. H 0.094
46. H 0.063
47. S 0.448
48. C -0.984
49. N -0.173

[2]
Here is C25H16CrF5N2O4SSe3Te as an isolated structure from the Open Molecules 2025 dataset. Energies are from ωB97M-V/def2-TZVPD.

Geometry as XYZ:
```
58
Properties=species:S:1:pos:R:3:forces:R:3
Cr -0.5260 -1.8756 0.2934 0.6 0.1 0.1
Se -1.1384 -4.0684 1.2177 -0.3 -0.2 0.2
Se -3.4789 -4.0153 1.5285 0.0 -0.1 -0.1
Te -3.7105 -1.8344 2.7489 0.1 -0.1 0.0
Se -2.6082 -0.4646 0.9889 -0.1 0.2 0.0
C -2.9200 5.4153 -0.0809 0.0 0.0 0.0
C -1.9648 4.3158 -0.4615 0.0 0.0 0.0
C -1.5601 3.3740 0.4814 0.0 0.0 0.0
C -0.7093 2.3395 0.1379 0.0 0.0 -0.1
C -0.2636 2.2342 -1.1749 0.0 0.1 0.2
C -0.6479 3.1608 -2.1285 0.0 0.0 0.0
C -1.4942 4.2008 -1.7643 0.0 0.0 0.0
S 0.8041 0.8746 -1.5676 -0.1 0.0 -0.1
O 1.8890 0.9285 -0.6308 0.1 0.0 -0.1
O 1.0937 0.9764 -2.9822 0.1 0.1 0.0
N -0.0743 -0.4063 -1.2383 -0.1 -0.1 -0.1
C -1.0238 -0.9167 -2.0888 0.1 0.1 0.0
C -1.4768 -0.4871 -3.3458 0.0 0.0 0.0
C -2.5024 -1.2015 -3.9261 -0.1 0.0 -0.1
C -3.0652 -2.3125 -3.2944 0.1 0.0 0.1
C -2.5517 -2.6799 -2.0679 0.0 0.0 0.0
N -1.5611 -1.9981 -1.5110 -0.1 -0.2 0.1
H -2.8178 5.6785 0.9722 0.0 0.0 0.0
H -3.9562 5.1069 -0.2400 0.0 0.0 0.0
H -2.7484 6.3140 -0.6759 0.0 0.0 0.0
H -1.9286 3.4345 1.4988 0.0 0.0 0.0
H -0.4056 1.6042 0.8737 0.0 0.0 0.0
H -0.2823 3.0577 -3.1414 0.0 0.0 0.0
H -1.7982 4.9309 -2.5074 0.0 0.0 0.0
H -1.0229 0.3623 -3.8305 0.0 0.0 0.0
H -2.8770 -0.8904 -4.8952 0.0 0.0 0.0
H -3.8780 -2.8715 -3.7348 0.0 0.0 0.0
H -2.9166 -3.5244 -1.4956 0.0 0.0 0.0
F 2.7848 -2.2155 1.0852 -0.1 0.0 0.0
C 2.4796 -2.9462 -0.0043 0.2 0.1 0.1
C 1.1810 -3.0630 -0.4720 -0.2 0.2 0.0
C 1.0841 -3.9050 -1.5673 0.0 -0.2 -0.2
F -0.1077 -4.1980 -2.1425 0.0 0.1 0.0
C 2.1525 -4.5410 -2.1836 0.0 0.0 0.1
F 1.9692 -5.3385 -3.2565 0.0 0.0 0.0
C 3.4264 -4.3634 -1.6854 -0.1 0.0 0.0
F 4.4822 -4.9715 -2.2591 0.0 0.0 0.0
C 3.5871 -3.5591 -0.5774 -0.1 0.0 0.0
F 4.8219 -3.3891 -0.0643 0.0 0.0 0.0
O -0.0172 -1.5606 3.8329 0.0 -0.1 0.0
C 0.5402 -0.8927 2.9804 0.1 0.6 0.0
O 0.5089 -1.0120 1.7040 -0.2 -0.3 -0.3
C 1.3922 0.3094 3.4026 0.0 -0.2 0.1
C 1.2198 0.8604 4.6671 0.0 -0.1 0.1
C 1.9922 1.9366 5.0791 0.0 0.0 0.0
C 2.9586 2.4620 4.2289 0.0 0.0 0.0
C 3.1299 1.9181 2.9621 0.0 0.0 0.0
C 2.3414 0.8536 2.5448 -0.1 0.0 -0.1
H 0.4739 0.4164 5.3152 0.0 0.0 0.0
H 1.8444 2.3678 6.0632 0.0 0.0 0.0
H 3.5754 3.2929 4.5532 0.0 0.0 0.0
H 3.8719 2.3308 2.2893 0.0 0.0 0.0
H 2.4290 0.4453 1.5472 0.1 0.0 0.0
```
Positions in Å, forces in eV/Å.

The value obtained for the relative energy (zero: lowest compared OMol25 entry of this formula, charge and spin) is 0.00 kcal per mole. As for the multiplicity: 4. The value obtained for the HOMO energy (alpha / beta) is -0.05396 / -0.05544 Ha. Its expectation value of S² is 3.82. The value obtained for the molecular weight is 951.95 g mol⁻¹. The net charge is -2. The frontier orbital gap (alpha / beta) comes out at 5.6 / 5.6 eV. The calculation puts the total energy at -10787.26803 hartree.

Löwdin charges in e:
1. Cr 0.214
2. Se 0.117
3. Se -0.260
4. Te 0.206
5. Se -0.042
6. C -0.066
7. C -0.283
8. C -0.035
9. C -0.074
10. C -0.262
11. C -0.059
12. C -0.058
13. S 0.587
14. O -0.285
15. O -0.324
16. N -0.157
17. C -0.390
18. C -0.002
19. C -0.079
20. C -0.073
21. C -0.130
22. N -0.054
23. H 0.070
24. H 0.078
25. H 0.067
26. H 0.116
27. H 0.089
28. H 0.103
29. H 0.101
30. H 0.092
31. H 0.096
32. H 0.090
33. H 0.088
34. F 0.079
35. C -0.224
36. C -0.093
37. C -0.248
38. F 0.045
39. C -0.154
40. F 0.078
41. C -0.155
42. F 0.083
43. C -0.151
44. F 0.083
45. O 0.026
46. C -0.602
47. O -0.217
48. C -0.109
49. C -0.036
50. C -0.113
51. C -0.126
52. C -0.087
53. C -0.021
54. H 0.110
55. H 0.085
56. H 0.083
57. H 0.095
58. H 0.086

[3]
Here is C25H16F10N3O2RuSTe2 as an isolated structure from the Open Molecules 2025 dataset. Energies are from ωB97M-V/def2-TZVPD.

Geometry as XYZ:
```
60
Properties=species:S:1:pos:R:3:forces:R:3
Ru -0.4410 0.3967 -0.0418 0.0 0.3 -0.2
C 2.8015 3.1852 -0.5343 0.0 0.0 0.0
C 1.4739 2.7910 -0.4582 0.0 0.0 0.0
N 1.0621 1.6436 -1.0083 0.1 0.0 0.0
C 1.9612 0.9204 -1.6544 -0.1 0.1 0.0
C 3.3294 1.1233 -1.6597 0.0 0.0 0.0
C 3.7400 2.3333 -1.0945 0.0 0.0 0.0
C 4.2357 0.0603 -2.1187 0.0 0.0 0.0
C 4.0211 -1.2637 -2.0131 0.0 0.0 0.0
C 2.8508 -1.8811 -1.3757 0.0 0.0 0.0
C 2.8757 -3.0534 -0.6151 0.0 0.0 0.0
C 1.7669 -3.4032 0.1355 0.0 0.0 0.0
C 0.6919 -2.5296 0.2135 0.0 0.0 0.1
N 0.6363 -1.4215 -0.5309 0.0 0.0 -0.1
C 1.6378 -1.2174 -1.3843 0.0 0.1 0.0
H 3.1051 4.1164 -0.0802 0.0 0.0 0.0
H 0.7182 3.3506 0.0759 0.0 0.0 0.0
H 4.7928 2.5829 -1.0555 0.0 0.0 0.0
H 5.2001 0.3844 -2.4920 0.0 0.0 0.0
H 4.8215 -1.9325 -2.3062 0.0 0.0 0.0
H 3.7731 -3.6588 -0.5806 0.0 0.0 0.0
H 1.7684 -4.2897 0.7516 0.0 0.0 0.0
H -0.1108 -2.6809 0.9197 0.0 0.0 0.0
S -3.8854 -2.0366 1.7179 0.0 0.0 0.1
C -2.9880 -1.2925 3.0097 0.0 0.0 -0.1
C -3.2501 -1.3497 4.3713 0.0 0.0 0.0
C -2.4034 -0.6608 5.2187 0.0 0.0 0.0
C -1.3285 0.0699 4.7105 0.0 0.0 0.0
C -1.0713 0.1284 3.3545 0.0 0.0 0.0
C -1.9095 -0.5723 2.4956 0.0 -0.1 0.0
N -1.7869 -0.6565 1.0898 -0.5 0.0 0.0
C -2.7680 -1.3570 0.5946 0.2 0.1 0.1
C -2.5512 -0.8927 -1.7576 -0.3 -0.1 0.0
C -3.1451 -1.2751 -2.9540 0.0 0.0 0.2
C -2.8187 -0.5948 -4.1087 0.0 0.0 -0.1
C -1.9231 0.4642 -4.0536 0.1 0.1 0.0
C -1.3428 0.8158 -2.8489 -0.1 0.0 -0.1
C -1.6271 0.1339 -1.6510 0.5 -0.1 0.1
H -4.0915 -1.9119 4.7533 0.0 0.0 0.0
H -2.5803 -0.6870 6.2855 0.0 0.0 0.0
H -0.6730 0.6014 5.3868 0.0 0.0 0.0
H -0.2423 0.7000 2.9728 0.0 0.0 0.0
H -3.8578 -2.0891 -2.9509 0.0 0.0 0.0
H -3.2767 -0.8785 -5.0473 0.0 0.0 0.0
H -1.6860 1.0252 -4.9479 0.0 0.0 0.0
H -0.6546 1.6503 -2.8234 0.0 0.0 0.0
F 1.7364 -1.7618 2.6504 0.0 0.0 0.1
Te 2.9190 -0.2650 2.1827 0.1 -0.1 -0.2
F 3.9140 1.4017 2.2079 0.0 0.0 -0.1
F 2.2472 0.4080 3.7745 0.0 0.0 0.0
F 4.3195 -1.1019 3.1512 0.0 0.0 0.2
F 1.1526 0.7182 1.4366 -0.1 -0.2 0.1
O 1.4639 -0.1976 -2.2731 0.0 -0.1 0.0
F -5.1245 1.9016 -0.9069 0.0 0.0 0.0
Te -3.3705 2.7274 -1.0023 -0.1 0.2 0.0
F -4.3037 4.3133 -0.7327 0.0 0.0 0.1
F -1.2201 2.0459 0.5968 0.0 -0.1 0.0
F -3.6476 2.6573 -2.8367 -0.1 0.0 0.0
F -1.9285 3.9111 -1.4909 0.1 0.0 -0.1
O -3.0081 -1.6492 -0.6680 0.2 0.0 -0.1
```
Positions in Å, forces in eV/Å.

The value obtained for the relative energy (zero: lowest compared OMol25 entry of this formula, charge and spin) is 0.00 kcal per mole. As for the multiplicity: 2. The value obtained for the HOMO energy (alpha / beta) is -0.32720 / -0.32775 Ha. Its expectation value of S² is 0.76. The value obtained for the molecular weight is 968.74 g mol⁻¹. The frontier orbital gap (alpha / beta) comes out at 8.1 / 7.4 eV. The calculation puts the total energy at -3304.97815 hartree.

Löwdin charges in e:
1. Ru 1.349
2. C -0.019
3. C -0.075
4. N 0.035
5. C -0.284
6. C -0.118
7. C 0.020
8. C 0.005
9. C -0.001
10. C -0.130
11. C 0.017
12. C -0.035
13. C -0.100
14. N 0.051
15. C -0.280
16. H 0.119
17. H 0.119
18. H 0.130
19. H 0.120
20. H 0.119
21. H 0.131
22. H 0.121
23. H 0.119
24. S 1.178
25. C -0.455
26. C -0.086
27. C -0.075
28. C -0.052
29. C -0.012
30. C -0.262
31. N -0.017
32. C -0.633
33. C -0.248
34. C 0.001
35. C -0.060
36. C -0.081
37. C -0.151
38. C -0.272
39. H 0.110
40. H 0.107
41. H 0.113
42. H 0.076
43. H 0.125
44. H 0.111
45. H 0.113
46. H 0.094
47. F -0.517
48. Te 1.920
49. F -0.530
50. F -0.409
51. F -0.500
52. F -0.585
53. O 0.076
54. F -0.549
55. Te 1.995
56. F -0.441
57. F -0.569
58. F -0.415
59. F -0.521
60. O 0.008

[4]
Here is C25H16FeN9O5 as an isolated structure in a non-equilibrium geometry from the Open Molecules 2025 dataset. Energies are from ωB97M-V/def2-TZVPD.

Geometry as XYZ:
```
56
Properties=species:S:1:pos:R:3:forces:R:3
Fe -0.1741 -0.0121 -0.3562 -1.1 -0.1 0.2
C -1.6675 2.8091 2.3531 0.0 0.1 0.2
C -1.2360 2.2783 3.5892 0.0 0.0 0.0
C -0.7965 0.9931 3.6438 0.0 0.0 0.1
C -0.7617 0.1687 2.4767 -0.3 0.0 -0.3
N -1.0976 0.7350 1.2574 -0.3 0.7 1.6
C -1.5662 2.0129 1.2529 0.1 -0.5 0.0
N -0.4710 -1.1288 2.6698 0.1 0.2 -0.2
C -0.5280 -1.9933 1.6559 -0.1 0.3 0.1
N -0.6128 -1.6532 0.3333 -0.1 -0.3 0.2
C -0.9364 -2.7375 -0.4380 -0.1 0.1 -0.1
N -1.3315 -2.6959 -1.7081 0.1 0.2 0.0
C -1.6817 -1.5304 -2.2741 -0.2 0.3 0.5
C -2.2178 -1.5944 -3.5948 0.0 -0.1 -0.1
C -2.7923 -0.5073 -4.1736 0.0 0.1 0.0
C -2.8501 0.7105 -3.4581 -0.1 0.0 -0.2
C -2.2561 0.7575 -2.2344 0.2 -0.5 0.1
N -1.6366 -0.2993 -1.6366 -1.1 -0.5 -1.6
C -0.9326 -3.8903 0.4279 0.1 0.1 0.1
C -1.1866 -5.2430 0.1894 0.0 -0.1 0.0
C -1.1777 -6.1099 1.2646 0.0 0.1 -0.1
C -0.9319 -5.6433 2.5739 0.0 0.1 0.0
C -0.6868 -4.3072 2.8212 0.0 -0.1 0.1
C -0.6770 -3.4237 1.7402 0.0 0.1 -0.2
H -2.0449 3.8194 2.2643 0.0 -0.1 0.0
H -1.2673 2.8909 4.4840 0.0 -0.1 0.0
H -0.4743 0.5311 4.5682 0.0 0.0 -0.1
H -1.8651 2.3998 0.2887 0.0 0.0 -0.1
H -2.1655 -2.5554 -4.0917 0.0 0.1 0.1
H -3.2114 -0.5682 -5.1722 0.0 0.0 0.0
H -3.3173 1.5953 -3.8742 0.0 -0.1 0.1
H -2.2428 1.6857 -1.6851 0.1 0.0 0.1
H -1.3814 -5.5909 -0.8207 0.0 0.0 0.1
H -1.3682 -7.1661 1.1052 0.0 0.1 0.0
H -0.9446 -6.3493 3.3968 0.0 0.0 0.0
H -0.5061 -3.9440 3.8281 0.0 0.0 -0.1
O 5.6593 0.3105 -1.4622 0.7 0.2 -0.1
C 4.4894 0.2217 -1.2218 -0.9 -0.7 -0.5
C 3.7585 0.8052 -0.0467 0.2 1.7 0.6
O 4.1970 1.6980 0.7291 -0.8 -1.2 -0.9
C 2.4259 0.2675 -0.1262 0.6 -1.9 -2.1
C 2.2194 -0.4524 -1.4098 -1.0 1.1 2.1
O 1.0200 -0.8265 -1.6749 1.9 -0.1 -0.7
C 3.4605 -0.5498 -2.1224 1.4 0.2 -0.2
O 3.7425 -1.0817 -3.1808 -0.2 0.2 0.4
O 1.4543 0.2984 0.6767 0.5 0.7 1.1
N 2.4427 4.2576 0.7827 0.7 -0.9 1.0
C 1.9271 4.7261 -0.3419 -0.7 -0.6 -0.7
N 2.1650 6.0181 -0.6726 0.0 -0.3 0.2
N 1.1641 4.0603 -1.1891 0.0 0.1 -0.3
C 0.7085 2.8459 -1.0864 -0.1 0.0 0.3
N 0.1718 1.8139 -1.1033 0.6 0.9 0.1
H 3.0454 4.8731 1.3034 0.1 -0.1 0.0
H 2.6150 3.2481 0.9891 -0.2 0.7 -0.6
H 2.6722 6.6252 -0.0632 0.1 0.1 0.1
H 1.6567 6.3969 -1.4461 -0.1 0.0 -0.1
```
Positions in Å, forces in eV/Å.

As for the multiplicity: 5. The value obtained for the HOMO energy (alpha / beta) is -0.10206 / -0.16603 Ha. Its expectation value of S² is 6.06. The value obtained for the molecular weight is 578.31 g mol⁻¹. The net charge is -1. The frontier orbital gap (alpha / beta) comes out at 4.8 / 6.5 eV. The calculation puts the total energy at -3095.12890 hartree.

Löwdin charges in e:
1. Fe 0.743
2. C -0.102
3. C -0.096
4. C -0.025
5. C -0.319
6. N 0.027
7. C -0.155
8. N 0.147
9. C -0.258
10. N 0.045
11. C -0.261
12. N 0.150
13. C -0.314
14. C -0.021
15. C -0.090
16. C -0.097
17. C -0.150
18. N 0.019
19. C -0.105
20. C -0.030
21. C -0.108
22. C -0.109
23. C -0.032
24. C -0.107
25. H 0.087
26. H 0.096
27. H 0.104
28. H 0.082
29. H 0.106
30. H 0.098
31. H 0.090
32. H 0.079
33. H 0.108
34. H 0.088
35. H 0.088
36. H 0.107
37. O 0.110
38. C -0.277
39. C -0.279
40. O -0.007
41. C -0.301
42. C -0.233
43. O -0.046
44. C -0.285
45. O 0.086
46. O -0.060
47. N 0.209
48. C -0.490
49. N 0.160
50. N 0.132
51. C -0.212
52. N 0.164
53. H 0.112
54. H 0.122
55. H 0.100
56. H 0.106